(1)
{
  "formula": "C26H51N4O14P4",
  "method": "ωB97M-V with the def2-TZVPD basis set",
  "symbols": ["C", "C", "C", "C", "C", "C", "N", "C", "C", "C", "C", "C", "C", "P", "N", "O", "O", "N", "C", "C", "C", "N", "C", "C", "H", "H", "H", "H", "H", "H", "H", "H", "H", "H", "H", "H", "H", "H", "H", "H", "H", "H", "H", "H", "H", "H", "H", "H", "C", "O", "P", "O", "O", "C", "O", "C", "H", "H", "H", "H", "H", "H", "H", "H", "H", "C", "O", "P", "O", "O", "C", "O", "C", "H", "H", "H", "H", "H", "H", "H", "H", "H", "C", "O", "P", "O", "O", "C", "O", "C", "H", "H", "H", "H", "H", "H", "H", "H", "H"],
  "positions_angstrom": [[0.31726, -1.60957, 2.31452], [1.48554, -0.78708, 2.88417], [1.89688, 0.35454, 1.93741], [2.62156, 1.50136, 2.67404], [2.69729, -0.15511, 0.76544], [3.89250, -0.88014, 0.92987], [4.42917, -1.13664, 2.19190], [5.46704, -0.48916, 2.55342], [6.15360, -0.86438, 3.82899], [6.05995, 0.69280, 1.81173], [4.56528, -1.37995, -0.17335], [4.08191, -1.12622, -1.44978], [2.94071, -0.39494, -1.59231], [2.42525, -0.07255, -3.31209], [3.54704, -0.56317, -4.25791], [2.16236, 1.49873, -3.44779], [1.11619, -0.93864, -3.57004], [2.27121, 0.06982, -0.49641], [1.07455, 0.84661, -0.73280], [-0.11943, 0.24081, -1.04914], [-1.26424, 0.98642, -1.27604], [-1.27156, 2.31278, -1.16615], [-0.12028, 2.87780, -0.82777], [1.08181, 2.22750, -0.61423], [-0.54694, -0.96112, 2.17565], [0.62336, -2.08044, 1.37708], [0.08665, -2.40824, 3.01666], [1.17209, -0.33385, 3.82488], [2.29680, -1.47893, 3.09753], [0.96305, 0.79866, 1.59577], [2.68495, 2.35299, 1.99466], [3.61619, 1.22347, 3.00670], [2.05003, 1.77455, 3.55800], [5.78883, -0.18361, 4.60554], [7.21749, -0.65366, 3.71741], [5.97462, -1.89975, 4.09814], [6.69697, 1.24498, 2.49893], [5.28843, 1.37537, 1.46080], [6.66650, 0.31159, 0.98962], [5.47948, -1.93131, -0.00299], [4.62437, -1.49782, -2.30586], [3.93746, 0.17532, -4.82867], [1.98855, 1.74829, -4.36486], [0.94946, -0.98366, -4.52256], [-0.16649, -0.83854, -1.13325], [-2.20028, 0.50490, -1.52724], [-0.12842, 3.95571, -0.70858], [1.97786, 2.76748, -0.34228], [4.81044, 1.50799, 10.75482], [3.75776, 0.93178, 9.94980], [4.10528, 0.41158, 8.44616], [3.47083, 1.36678, 7.52239], [3.29561, -0.97323, 8.56937], [1.96011, -0.98353, 9.07114], [5.30066, -0.28362, 7.60502], [6.47740, -0.71467, 8.33022], [4.37251, 1.81376, 11.69986], [5.59386, 0.77486, 10.95176], [5.23576, 2.38176, 10.25820], [1.40609, -0.10333, 8.74449], [1.96768, -1.03731, 10.15902], [1.47504, -1.87539, 8.68115], [6.20946, -1.43488, 9.10537], [6.98506, 0.14057, 8.77834], [7.14800, -1.19000, 7.62057], [-3.52874, -1.39658, -5.82883], [-4.38766, -2.33392, -5.15115], [-3.72774, -3.52802, -4.25827], [-3.93824, -4.76954, -5.01175], [-4.72079, -3.33126, -3.00934], [-6.13130, -3.23781, -3.22134], [-2.46337, -3.81573, -3.27390], [-1.59691, -2.72885, -2.92281], [-4.15790, -0.70222, -6.37771], [-2.93592, -0.83367, -5.10456], [-2.86966, -1.91858, -6.52684], [-6.45505, -3.89777, -4.02589], [-6.40986, -2.20865, -3.44583], [-6.61668, -3.53963, -2.29624], [-2.16601, -1.93078, -2.43555], [-1.09671, -2.33770, -3.80950], [-0.84597, -3.10458, -2.23177], [-6.50763, 3.49342, -7.67281], [-6.86793, 2.18167, -7.19506], [-7.43556, 2.01535, -5.65000], [-6.32401, 1.30839, -4.97369], [-8.62321, 1.02218, -6.12295], [-8.38065, -0.01535, -7.06960], [-8.37544, 2.47721, -4.39575], [-9.17343, 3.67619, -4.51269], [-6.13612, 3.38548, -8.68791], [-7.37487, 4.15526, -7.68665], [-5.72258, 3.92598, -7.04892], [-7.39439, -0.45871, -6.92972], [-8.47748, 0.36789, -8.08471], [-9.13898, -0.77870, -6.91114], [-9.86000, 3.60223, -5.35832], [-8.53459, 4.55326, -4.62587], [-9.74877, 3.77641, -3.59739]],
  "forces_ev_per_angstrom": [[0.7, 0.3, 0.3], [-0.4, -0.4, -0.2], [0.1, 0.1, 0.7], [0.0, -0.2, -0.4], [-0.3, 0.1, 0.2], [0.4, 0.1, 0.3], [0.2, 0.0, -0.4], [0.0, 0.0, 0.3], [0.0, 0.4, -0.2], [-0.1, -0.3, 0.5], [-0.4, 0.3, 0.1], [0.6, -0.5, 0.4], [-1.0, 0.4, -0.4], [1.8, -0.4, -2.1], [-0.3, 0.2, 0.1], [-0.7, -0.1, 0.8], [-0.5, 0.5, 1.0], [0.2, -0.3, -0.1], [-0.7, 0.9, 0.2], [0.1, -1.3, -0.2], [0.2, 0.5, 0.1], [0.0, -0.4, 0.0], [0.2, 0.9, 0.0], [0.2, -0.6, 0.1], [-0.2, -0.2, -0.2], [-0.2, 0.0, -0.1], [-0.2, 0.0, -0.1], [0.1, 0.0, 0.0], [0.2, 0.3, 0.1], [0.0, -0.1, -0.3], [0.1, 0.2, 0.2], [0.0, 0.0, 0.0], [-0.1, 0.1, 0.0], [0.0, -0.2, 0.1], [0.1, -0.2, 0.1], [-0.1, 0.0, 0.1], [0.1, 0.0, -0.1], [0.0, -0.1, -0.3], [0.0, 0.2, -0.1], [0.0, -0.1, -0.1], [-0.2, 0.2, -0.2], [0.4, -0.2, 0.0], [0.0, 0.1, 0.0], [0.1, -0.3, 0.0], [0.0, 0.0, 0.0], [0.0, 0.0, 0.0], [-0.1, 0.0, -0.1], [0.0, 0.1, -0.1], [-0.1, 0.2, 0.0], [2.8, -0.3, -0.1], [-4.7, -1.0, -2.5], [0.7, 0.4, 0.1], [0.2, -0.1, 0.0], [-0.1, -0.1, 0.2], [1.4, 1.0, 2.2], [0.0, -0.1, 0.0], [-0.1, 0.0, 0.0], [0.0, 0.0, 0.0], [0.0, 0.0, 0.0], [0.1, 0.0, 0.0], [0.0, 0.1, 0.0], [0.1, 0.0, -0.1], [0.0, 0.0, 0.0], [0.0, 0.0, 0.0], [-0.1, 0.0, -0.1], [-0.1, -0.1, -0.1], [2.6, 0.9, 0.4], [-4.0, -3.3, 1.3], [0.6, 0.3, -0.3], [0.1, 0.0, 0.1], [-0.1, 0.2, 0.0], [0.8, 2.1, -1.4], [-0.2, 0.0, 0.1], [-0.1, 0.0, 0.1], [0.0, 0.1, 0.0], [0.0, 0.0, 0.0], [0.1, 0.0, 0.0], [0.0, 0.0, -0.1], [0.1, 0.0, 0.0], [0.0, 0.0, 0.0], [0.1, 0.0, 0.1], [0.0, -0.1, 0.0], [0.2, -0.1, 0.0], [-0.8, 3.0, 0.8], [-0.1, -6.8, 0.9], [0.4, 1.0, 0.0], [-0.1, 0.1, -0.1], [-0.1, 0.1, -0.2], [0.6, 2.9, -1.4], [-0.1, -0.1, 0.0], [0.0, -0.1, 0.0], [0.0, 0.0, -0.1], [0.0, 0.0, 0.0], [0.0, 0.0, 0.0], [0.1, 0.0, 0.0], [0.0, 0.0, 0.1], [0.0, 0.0, 0.0], [0.0, 0.0, 0.0], [0.0, -0.1, 0.0]],
  "e_lumo_ev": -3.85,
  "orbital_gap_ev": 7.471,
  "multiplicity": 1,
  "total_charge": 1,
  "e_tot_ha": -3659.0005
}

=====

(2)
{
  "formula": "C26H51N6O5Si2Y",
  "method": "ωB97M-V with the def2-TZVPD basis set",
  "symbols": ["Y", "C", "C", "N", "C", "C", "N", "C", "C", "C", "N", "C", "C", "N", "C", "H", "H", "H", "H", "H", "H", "H", "H", "H", "H", "H", "H", "H", "H", "H", "H", "H", "H", "H", "H", "H", "H", "H", "H", "O", "C", "O", "C", "O", "C", "C", "O", "O", "H", "H", "H", "H", "H", "C", "Si", "C", "C", "N", "C", "C", "C", "C", "C", "C", "N", "Si", "C", "C", "C", "H", "H", "H", "H", "H", "H", "H", "H", "H", "H", "H", "H", "H", "H", "H", "H", "H", "H", "H", "H", "H", "H"],
  "positions_angstrom": [[0.43300, -0.05330, 0.08960], [-0.33690, 3.99490, 0.95840], [-0.95590, 2.76230, 1.62030], [-1.28210, 1.64190, 0.73310], [-2.27970, 1.94290, -0.30350], [-1.63850, 2.22320, -1.65740], [-0.83500, 1.08050, -2.08260], [-0.33310, 1.25750, -3.44670], [1.04190, 1.92860, -3.48990], [2.18260, 0.94850, -3.20980], [2.22750, 0.46970, -1.82590], [3.26110, 1.10790, -1.01160], [2.82950, 2.51060, -0.58810], [1.54360, 2.48660, 0.11350], [0.97280, 3.83220, 0.15370], [-0.15420, 4.70020, 1.77310], [-1.08960, 4.45000, 0.31380], [-1.86700, 3.11520, 2.13080], [-0.27990, 2.36790, 2.38310], [-1.75570, 0.97200, 1.34480], [-2.91530, 2.78920, -0.01660], [-2.91480, 1.05810, -0.40870], [-0.99400, 3.10150, -1.60630], [-2.44540, 2.44070, -2.38130], [-1.46420, 0.27590, -2.08150], [-1.03970, 1.86260, -4.03850], [-0.25970, 0.28120, -3.92780], [1.06200, 2.74800, -2.77620], [1.19890, 2.34110, -4.48870], [3.13730, 1.42030, -3.48520], [2.04330, 0.09310, -3.87550], [2.43780, -0.52850, -1.84830], [4.21590, 1.18650, -1.55950], [3.41840, 0.50070, -0.11360], [2.72860, 3.13600, -1.47980], [3.63080, 2.94630, 0.02900], [1.74490, 2.20790, 1.07310], [0.79400, 4.13200, -0.88480], [1.70630, 4.54970, 0.55660], [-3.91400, -2.07590, 2.46180], [-3.10330, -1.03680, 2.47960], [-3.34910, 0.02740, 1.96430], [-1.78220, -1.34390, 3.18550], [-0.78310, -1.61720, 2.22440], [-1.11910, -2.74030, 1.39900], [-1.92270, -2.24150, 0.16230], [-2.87540, -2.88600, -0.24370], [-1.52000, -1.12290, -0.29950], [-4.65990, -1.96470, 1.84580], [-1.91980, -2.20360, 3.85670], [-1.44250, -0.47260, 3.75390], [-1.68740, -3.49550, 1.95280], [-0.17140, -3.16490, 1.06300], [3.08750, -3.10420, -2.60340], [1.43860, -2.98990, -1.58610], [0.84660, -4.75030, -1.09970], [0.12430, -2.35260, -2.81850], [1.61260, -1.86470, -0.29190], [2.28800, -2.23070, 0.86880], [3.03270, -3.40980, 0.93240], [3.55530, -3.90110, 2.11340], [3.31880, -3.21160, 3.28650], [2.66510, -1.99280, 3.23340], [2.21660, -1.41700, 2.04330], [1.75620, -0.08650, 1.97380], [2.30980, 0.87520, 3.29850], [1.29650, 0.60410, 4.92890], [2.30170, 2.80520, 3.21240], [4.20390, 0.62080, 3.55910], [3.37960, -4.13290, -2.78710], [3.91540, -2.62800, -2.08300], [2.99250, -2.62680, -3.57560], [1.31650, -5.52240, -1.70170], [-0.22860, -4.84000, -1.22740], [1.06990, -4.97100, -0.06050], [-0.30840, -3.19690, -3.34170], [0.54020, -1.68820, -3.56710], [-0.68480, -1.84760, -2.30620], [3.18990, -3.96640, 0.02160], [4.10280, -4.83290, 2.11310], [3.64980, -3.59890, 4.23990], [2.49790, -1.46700, 4.15690], [0.79600, 1.51110, 5.26200], [1.93000, 0.26920, 5.74610], [0.53870, -0.16200, 4.78560], [2.77550, 3.13310, 4.13250], [2.89450, 3.22540, 2.40680], [1.31910, 3.26430, 3.20140], [4.54760, -0.26490, 3.03600], [4.46980, 0.49150, 4.60360], [4.77520, 1.46750, 3.18760]],
  "forces_ev_per_angstrom": [[-0.2, 1.4, -0.7], [0.1, -0.3, 0.0], [0.1, 0.3, 0.0], [-0.4, -0.1, 0.4], [0.1, 0.0, -0.3], [-0.2, 0.1, 0.2], [-0.4, -0.5, 0.1], [0.3, 0.3, -0.2], [-0.1, -0.4, 0.0], [-0.3, 0.5, -0.1], [0.2, -0.6, -0.1], [0.1, 0.3, 0.1], [0.3, -0.3, -0.1], [0.0, -0.2, 0.2], [-0.2, 0.2, 0.0], [-0.1, 0.0, -0.1], [0.0, 0.1, 0.0], [0.1, -0.1, 0.0], [-0.1, 0.0, 0.0], [-0.1, 0.0, -0.1], [0.0, -0.1, 0.0], [0.0, 0.1, 0.1], [0.0, 0.1, 0.0], [0.2, 0.0, 0.1], [0.1, 0.0, 0.0], [0.0, -0.2, 0.1], [-0.1, 0.0, 0.0], [0.0, 0.2, 0.0], [0.0, 0.1, 0.0], [0.0, -0.1, 0.1], [0.1, 0.0, 0.1], [0.0, 0.2, 0.2], [-0.1, -0.1, 0.2], [0.0, 0.0, -0.1], [0.0, 0.0, 0.1], [-0.1, 0.1, -0.1], [0.0, 0.0, -0.1], [0.1, 0.0, 0.1], [0.0, -0.1, -0.1], [-0.4, -0.6, 0.2], [0.1, 0.5, 0.2], [-0.1, 0.0, 0.0], [0.0, -0.1, 0.1], [0.0, -0.2, 0.0], [-0.2, 0.0, -0.4], [-0.4, -0.8, 0.7], [0.1, -0.1, -0.1], [0.4, 0.7, -0.3], [0.3, 0.3, 0.1], [0.1, 0.2, -0.1], [-0.2, -0.1, -0.1], [0.1, 0.2, -0.1], [-0.1, 0.0, 0.0], [-0.6, 0.0, 0.5], [0.1, -0.5, -0.9], [0.2, 0.7, 0.1], [0.5, 0.0, 0.5], [0.1, -0.6, -0.3], [0.2, -0.2, 0.3], [0.0, 0.1, 0.1], [0.1, -0.2, 0.2], [0.1, -0.2, 0.0], [-0.1, -0.1, -0.2], [0.3, -0.3, -0.1], [-0.2, 0.6, -0.1], [0.7, 0.4, 1.0], [0.3, -0.1, -0.6], [-0.4, -0.6, -0.4], [-0.6, -0.1, -0.1], [0.0, -0.3, 0.0], [0.1, 0.1, 0.2], [-0.1, 0.1, -0.2], [0.1, -0.1, -0.2], [-0.2, 0.1, -0.1], [0.1, -0.1, 0.2], [-0.1, -0.3, -0.1], [0.2, 0.2, -0.2], [-0.3, 0.1, 0.1], [0.0, -0.1, -0.1], [0.1, 0.0, 0.0], [0.0, 0.0, 0.0], [0.0, 0.1, 0.3], [0.0, 0.2, 0.0], [0.2, 0.0, 0.1], [-0.1, -0.1, 0.0], [0.1, -0.1, 0.3], [0.2, 0.1, -0.2], [-0.2, 0.2, 0.0], [0.1, -0.2, -0.1], [0.0, 0.0, 0.3], [0.0, 0.2, -0.1]],
  "e_lumo_ev": 0.39,
  "orbital_gap_ev": 6.818,
  "e_above_lowest_kcal_mol": 16.0,
  "multiplicity": 1,
  "e_tot_ha": -2343.6410
}